one.
4 unconnected molecules or ions with the total composition C12H32O4, computed with ωB97M-V/def2-TZVPD.

Geometry as XYZ:
```
48
Properties=species:S:1:pos:R:3
C 13.76165 -21.43575 -10.95185
C 14.57878 -22.12130 -12.11070
C 13.74364 -23.04323 -12.88160
O 15.01666 -20.93656 -12.96162
H 13.99763 -20.48946 -10.45742
H 13.63450 -22.06403 -10.21602
H 12.75265 -21.31891 -11.27330
H 15.50908 -22.68696 -11.56096
H 12.82246 -22.80281 -13.06534
H 13.66984 -23.92959 -12.04153
H 14.15751 -23.39431 -13.86254
H 15.82439 -20.40426 -12.45398
C 8.32243 -21.74315 -18.09169
C 9.03639 -20.74529 -17.41824
C 8.37463 -19.45293 -17.72419
O 9.23616 -20.92149 -16.06900
H 8.45756 -22.67864 -17.70239
H 8.49195 -21.92256 -19.22499
H 7.35560 -21.61989 -17.96917
H 9.91749 -20.72300 -18.04623
H 8.41025 -19.11115 -18.74805
H 9.07754 -18.74190 -17.13499
H 7.38947 -19.41451 -17.14186
H 9.37975 -21.83212 -15.84033
C 9.31930 -25.76278 -15.27244
C 8.76209 -24.35283 -14.73376
C 9.93643 -23.49364 -14.33073
O 7.90033 -23.85476 -15.68300
H 8.30761 -26.45377 -15.13541
H 10.01945 -26.29329 -14.59281
H 9.67407 -25.58051 -16.46242
H 8.17389 -24.37107 -13.89951
H 10.74717 -24.11162 -13.62847
H 9.78633 -22.52476 -13.76000
H 10.32938 -22.92686 -15.26738
H 7.21750 -24.41115 -15.84904
C 8.56370 -17.29436 -12.82906
C 9.13590 -18.58361 -13.53897
C 9.90196 -19.51462 -12.65149
O 8.01322 -19.24283 -14.13862
H 8.30442 -17.62670 -11.85472
H 7.59631 -16.51134 -12.94810
H 9.34027 -16.62540 -12.44704
H 9.85522 -18.13198 -14.36271
H 10.23542 -20.26278 -13.22463
H 9.61514 -19.85724 -11.78003
H 11.02306 -19.05817 -12.38967
H 8.17421 -19.68003 -14.81034
```

Its frontier orbital gap is 10.521 eV. As for the SMILES: CC(C)O.CC(C)O.CC(C)O.CC(C)O. For the lowest unoccupied orbital energy, the calculation gives 0.6004 eV. Its charge is 0.


two.
4 unconnected molecules or ions with the total composition C12H32O4, computed with ωB97M-V/def2-TZVPD.

Geometry as XYZ:
```
48
Properties=species:S:1:pos:R:3
C 23.16478 -5.23034 -23.09987
C 22.36846 -4.75717 -21.87928
C 23.24860 -4.56871 -20.66636
O 21.70359 -3.55524 -22.22049
H 22.55510 -5.35506 -23.99456
H 23.58766 -6.20591 -22.85649
H 23.93647 -4.49594 -23.33356
H 21.59557 -5.51707 -21.68697
H 23.90284 -3.68960 -20.70170
H 23.96275 -5.37167 -20.45266
H 22.69496 -4.43503 -19.73383
H 21.42916 -3.03584 -21.44987
C 18.56307 0.34177 -23.09683
C 19.86822 -0.36126 -22.71346
C 20.47232 0.32164 -21.48448
O 19.57081 -1.75032 -22.45370
H 17.88276 0.47569 -22.25557
H 18.01488 -0.20691 -23.86619
H 18.75891 1.32517 -23.53261
H 20.53486 -0.31817 -23.57745
H 21.31701 -0.27610 -21.13698
H 19.81124 0.65151 -20.69027
H 20.92421 1.23716 -21.89448
H 20.32903 -2.23049 -22.82204
C 20.03702 -7.12183 -12.22552
C 20.89567 -6.83417 -13.47466
C 20.19016 -5.87394 -14.43168
O 22.13539 -6.25484 -13.07126
H 19.07303 -6.60467 -12.28240
H 20.47022 -6.65046 -11.34046
H 19.87359 -8.17514 -12.01255
H 21.14634 -7.76423 -13.97841
H 20.91514 -5.41557 -15.10285
H 19.65148 -5.10727 -13.87409
H 19.47491 -6.39839 -15.07145
H 22.03259 -5.53210 -12.45139
C 19.89372 -3.67035 -17.54046
C 19.46309 -3.55622 -19.00273
C 18.10034 -2.82450 -19.04112
O 20.41068 -2.76932 -19.71359
H 19.87796 -2.68568 -17.07388
H 20.81053 -4.25225 -17.46407
H 19.12292 -4.21822 -16.98843
H 19.37696 -4.57450 -19.40337
H 17.78262 -2.65964 -20.07652
H 18.22238 -1.86139 -18.55097
H 17.30794 -3.44362 -18.61651
H 19.92098 -2.37193 -20.45812
```

Its frontier orbital gap is 10.924 eV. As for the SMILES: CC(C)O.CC(C)O.CC(C)O.CC(C)O. For the lowest unoccupied orbital energy, the calculation gives 0.8732 eV. Its charge is 0.


three.
4 unconnected molecules or ions with the total composition C12H32O4, computed with ωB97M-V/def2-TZVPD.

Geometry as XYZ:
```
48
Properties=species:S:1:pos:R:3
C -5.10307 -4.66654 -3.46819
C -5.44929 -3.28736 -3.92965
C -5.58911 -2.29627 -2.78025
O -4.53969 -2.82434 -4.93657
H -5.36007 -4.78659 -2.41574
H -4.03668 -4.88061 -3.53940
H -5.59338 -5.48072 -4.00185
H -6.38270 -3.38735 -4.48359
H -6.47565 -2.43532 -2.16155
H -5.75135 -1.25936 -3.07454
H -4.72030 -2.29459 -2.12202
H -5.08451 -2.21255 -5.43704
C 3.00837 7.39252 1.25899
C 3.68639 6.14642 0.75047
C 3.50363 5.69753 -0.65499
O 5.08386 6.33014 1.05490
H 1.91927 7.39809 1.30298
H 3.20104 8.27398 0.64743
H 3.28133 7.66297 2.27901
H 3.37202 5.39868 1.47858
H 3.46531 4.61176 -0.74292
H 4.23973 6.12651 -1.33487
H 2.62092 6.10031 -1.15170
H 5.47623 6.71774 0.26915
C -2.05175 1.06071 2.22598
C -1.31045 1.71932 1.00706
C -0.48876 0.68012 0.20413
O -2.25157 2.32444 0.15619
H -1.31605 0.57968 2.87054
H -2.58494 0.16358 1.91137
H -2.71346 1.62691 2.88146
H -0.60010 2.49174 1.30181
H -1.04660 -0.25631 0.20665
H 0.51377 0.54453 0.60989
H -0.36621 0.95778 -0.84277
H -2.65160 2.99441 0.71540
C 2.64536 -4.75017 0.78077
C 3.55571 -4.53522 1.93486
C 3.07054 -3.49671 2.93020
O 3.60529 -5.81633 2.59386
H 1.62077 -4.98036 1.07285
H 2.80190 -5.62113 0.14435
H 2.66306 -3.74766 0.35324
H 4.58383 -4.30945 1.65183
H 3.66444 -3.61283 3.83679
H 2.02777 -3.64359 3.21153
H 3.34867 -2.52405 2.52440
H 4.50807 -5.89449 2.91086
```

Its frontier orbital gap is 10.696 eV. As for the SMILES: CC(C)O.CC(C)O.CC(C)O.CC(C)O. For the lowest unoccupied orbital energy, the calculation gives 0.5812 eV. Its charge is 0.


four.
4 unconnected molecules or ions with the total composition C12H32O4, computed with ωB97M-V/def2-TZVPD.

Geometry as XYZ:
```
48
Properties=species:S:1:pos:R:3
C -3.78924 -3.71114 1.91543
C -2.48087 -3.08077 1.82370
C -1.38351 -4.12643 1.59601
O -2.44005 -2.16421 0.71971
H -4.00389 -4.50676 1.20197
H -4.49154 -2.88473 1.80636
H -3.99167 -4.21584 2.86011
H -2.14866 -2.44958 2.64792
H -1.71945 -4.71759 0.74408
H -1.18900 -4.67124 2.51984
H -0.43835 -3.64767 1.33997
H -1.53082 -1.86231 0.65842
C 4.45457 -2.44682 -1.93718
C 3.13515 -2.36868 -1.25129
C 2.98366 -3.42135 -0.06698
O 2.98627 -1.04494 -0.83062
H 5.25125 -2.42263 -1.19366
H 4.72006 -1.56369 -2.51828
H 4.62676 -3.34153 -2.53548
H 2.33196 -2.40800 -1.98713
H 2.04002 -3.42449 0.47859
H 3.75670 -3.34255 0.69741
H 3.20541 -4.36533 -0.56479
H 3.73724 -0.74744 -0.31184
C -1.76247 5.91086 0.54675
C -2.02905 5.19443 -0.82348
C -0.72119 5.22380 -1.69780
O -2.36971 3.86565 -0.82765
H -0.85862 5.52288 1.01646
H -2.56235 5.82109 1.28175
H -1.59428 6.98602 0.48467
H -2.78816 5.68293 -1.43441
H -0.65787 4.38565 -2.39176
H 0.07130 4.80204 -1.07960
H -0.41517 6.10390 -2.26339
H -2.67879 3.61862 0.04702
C 0.55876 1.45687 1.15803
C -0.00289 0.54549 0.08683
C 0.30652 0.88557 -1.34973
O 0.40523 -0.86700 0.19937
H 0.23171 1.11984 2.14166
H 0.20093 2.48532 1.10960
H 1.64028 1.59242 1.15142
H -1.08679 0.50626 0.19503
H -0.12852 1.86506 -1.54832
H 0.01024 0.09496 -2.03911
H 1.35206 1.12098 -1.54862
H 1.25684 -0.98790 -0.22697
```

Its frontier orbital gap is 10.161 eV. As for the SMILES: CC(C)O.CC(C)O.CC(C)O.CC(C)O. For the lowest unoccupied orbital energy, the calculation gives 0.7058 eV. Its charge is 0.


Stability, highest: two


one.
A gas-phase ion, C6H13ClN4OS (charge +2), computed with ωB97M-V/def2-TZVPD.

Geometry as XYZ:
```
26
Properties=species:S:1:pos:R:3
C -0.69054 -1.55877 -0.07806
C 1.07004 -0.12313 -1.13755
C -0.23564 -1.25115 1.32723
C 0.24950 0.22541 1.23235
C 2.72918 1.29044 -2.15181
C -2.23215 1.75820 2.09548
N 0.11885 -1.17571 -1.15448
N 1.27989 0.38305 0.08719
N -1.58429 -2.48828 -0.27684
N 1.68412 0.23609 -2.21246
O -2.03792 -0.05173 -0.02880
S -1.41884 1.22407 0.53731
Cl 0.88617 1.01931 2.67478
H -1.13139 -1.32406 1.98496
H 0.61582 -1.89100 1.68498
H 2.23114 2.27478 -1.75953
H 3.08159 1.44549 -3.14712
H 3.52574 1.09425 -1.37513
H -3.21887 1.33997 1.90392
H -2.10122 2.85642 2.21662
H -1.89659 1.20866 3.06798
H -0.46826 -1.49524 -2.04198
H 1.99014 1.13911 0.16654
H -2.13809 -2.74141 0.46478
H -1.81359 -3.00776 -1.08899
H 1.50523 -0.38700 -2.99139
```

Its frontier orbital gap is 9.198 eV. For the lowest unoccupied orbital energy, the calculation gives -7.7823 eV. Its charge is +2.


two.
A gas-phase ion, C6H13ClN4OS (charge +2), computed with ωB97M-V/def2-TZVPD.

Geometry as XYZ:
```
26
Properties=species:S:1:pos:R:3
C 0.70268 0.26723 -0.85062
C -0.49644 0.92977 1.29524
C 1.62148 -0.87117 -0.35506
C 1.21223 -2.13590 -0.35987
C -1.82225 2.25673 3.00190
C 0.06413 -2.45852 -2.92360
N 0.33812 1.12382 0.18195
N -0.77901 -0.29314 1.72943
N 1.15970 1.03512 -1.89044
N -0.90357 2.04027 1.78538
O -0.59299 -0.54064 -1.21351
S -0.54708 -2.07805 -1.20041
Cl 1.91621 -3.59976 -0.07499
H 2.68601 -0.52006 0.01562
H -0.21142 -1.10063 1.54394
H -1.20169 1.83148 3.84267
H -2.83242 1.83075 2.94859
H -1.94678 3.26247 3.28773
H 1.06571 -2.95291 -2.85561
H 0.38567 -1.54649 -3.47167
H -0.81993 -3.01420 -3.35683
H 0.26424 2.04158 -0.28859
H -1.36601 -0.51016 2.47570
H 2.07987 0.86742 -2.21006
H 0.38922 1.33420 -2.51422
H -0.36568 2.80080 1.45733
```

Its frontier orbital gap is 10.202 eV. For the lowest unoccupied orbital energy, the calculation gives -7.3950 eV. Its charge is +2.


Stability, highest: one


one.
C3H3N3O in the gas phase, computed with ωB97M-V/def2-TZVPD.

Geometry as XYZ:
```
10
Properties=species:S:1:pos:R:3
C -0.79059 -0.87907 0.09579
C 0.55774 0.95674 -0.32912
C 0.52907 -0.21569 0.49928
N -1.38704 -0.07467 -0.84788
N 1.33145 -0.62465 1.38978
N -0.55874 0.92125 -1.03330
O -1.18442 -1.91861 0.56118
H 1.03943 -1.50264 1.81929
H 1.29850 1.72141 -0.43274
H -0.83540 1.61593 -1.72228
```

Its frontier orbital gap is 7.529 eV. For the lowest unoccupied orbital energy, the calculation gives -1.4909 eV. Its charge is 0.


two.
C3H3N3O in the gas phase, computed with ωB97M-V/def2-TZVPD.

Geometry as XYZ:
```
10
Properties=species:S:1:pos:R:3
O 2.39733 0.55013 -0.34549
C 1.81607 -0.27800 0.28739
N 0.35498 -0.41881 0.31383
C -0.50449 0.59815 -0.35020
N -1.64009 1.07142 0.49505
C -1.87479 0.18561 -0.36933
N -0.12819 -1.42355 0.82078
H 2.23754 -1.09366 0.89902
H -0.01022 1.28673 -1.02974
H -2.64815 -0.47803 -0.72131
```

Its frontier orbital gap is 8.663 eV. For the lowest unoccupied orbital energy, the calculation gives -0.3004 eV. Its charge is 0.


Stability, highest: one


one.
C3H3N3O in the gas phase, computed with ωB97M-V/def2-TZVPD.

Geometry as XYZ:
```
10
Properties=species:S:1:pos:R:3
O 0.02531 2.50034 -1.03038
C 0.36268 1.34572 -0.97237
N -0.33226 0.42075 -0.19107
C -0.25613 -1.01185 -0.45981
N -0.29290 -1.82210 0.59903
C -0.17166 -0.71714 1.60927
N -0.04740 0.49720 1.09192
H 0.97996 0.89690 -1.79099
H -0.28669 -1.28386 -1.51881
H 0.01909 -0.82595 2.66319
```

Its frontier orbital gap is 10.430 eV. As for the SMILES: O=Cn1cncn1. For the lowest unoccupied orbital energy, the calculation gives 0.0660 eV. Its charge is 0.


two.
2 unconnected molecules or ions with the total composition C3H3N3O, computed with ωB97M-V/def2-TZVPD.

Geometry as XYZ:
```
10
Properties=species:S:1:pos:R:3
N 2.12909 -0.33166 0.59711
C 0.97988 -0.53666 0.24995
C -0.22942 -0.94323 -0.13841
C -1.43578 -0.53930 0.59307
O -1.46196 0.31256 1.45926
H 2.53719 0.56788 0.33605
H -0.32123 -1.48181 -1.08194
H -2.36667 -1.05618 0.27903
N 0.54556 2.19735 -0.91761
N -0.37666 1.81107 -1.37651
```

Its frontier orbital gap is 10.079 eV. As for the SMILES: N=C=CC=O.N#N. For the lowest unoccupied orbital energy, the calculation gives 0.4015 eV. Its charge is 0.


three.
C3H3N3O in the gas phase, computed with ωB97M-V/def2-TZVPD.

Geometry as XYZ:
```
10
Properties=species:S:1:pos:R:3
O 2.29313 -0.21922 -0.89366
C 1.10520 -0.07398 -0.71635
C 0.53691 1.19493 -0.18194
N -0.45208 1.19798 0.63655
N -1.10280 -0.00771 0.78696
C -0.85545 -1.01914 -0.10908
N 0.13413 -1.06818 -0.92869
H 1.11273 2.11312 -0.27322
H -1.19140 -0.28492 1.74263
H -1.58038 -1.83289 -0.06321
```

Its frontier orbital gap is 9.977 eV. As for the SMILES: O=c1cn[nH]cn1. For the lowest unoccupied orbital energy, the calculation gives 0.1839 eV. Its charge is 0.


four.
C3H3N3O in the gas phase, computed with ωB97M-V/def2-TZVPD.

Geometry as XYZ:
```
10
Properties=species:S:1:pos:R:3
N 2.68712 0.52607 0.92035
C 1.68071 0.70488 0.24394
N 0.57377 0.92175 -0.23630
N -0.00707 0.13325 -1.19307
C -1.09024 -0.46522 -0.88194
C -1.78221 -0.50202 0.44217
O -1.44603 0.12331 1.41867
H 3.58825 0.75760 0.50984
H -1.54618 -1.02070 -1.69835
H -2.65811 -1.17893 0.47469
```

Its frontier orbital gap is 8.785 eV. As for the SMILES: N=C=N/N=C\C=O. For the lowest unoccupied orbital energy, the calculation gives -0.5789 eV. Its charge is 0.


Stability, highest: two